(1)
{
  "formula": "C5H8O2",
  "method": "wB97M-V/def2-TZVPD",
  "elements": ["O", "C", "C", "C", "O", "C", "C", "H", "H", "H", "H", "H", "H", "H", "H"],
  "xyz": [[-0.318, 0.118, -2.127], [0.167, 0.034, -0.833], [0.077, 1.248, 0.082], [-0.352, 0.301, 1.241], [-1.703, 0.449, 1.612], [1.227, -0.882, -0.338], [-0.133, -0.904, 0.337], [-0.056, -0.682, -2.602], [1.010, 1.811, 0.204], [-0.735, 1.934, -0.178], [0.224, 0.361, 2.169], [2.120, -0.510, 0.170], [1.407, -1.760, -0.960], [-2.229, 0.306, 0.812], [-0.706, -1.826, 0.412]],
  "lowdin_charge": [0.044, -0.465, -0.026, -0.336, -0.023, -0.030, -0.121, 0.104, 0.117, 0.124, 0.147, 0.113, 0.112, 0.099, 0.141],
  "de_lowest_kcal_mol": 50.4,
  "homo_energy_ev": -9.22,
  "smiles": "O[C@@H]1C[C@@]2(O)C[C@@H]12",
  "total_energy_ev": -9407.648,
  "gap_ev": 10.03,
  "lumo_energy_ha": 0.030
}


(2)
{
  "formula": "C3H6N3S",
  "method": "wB97M-V/def2-TZVPD",
  "elements": ["C", "C", "C", "N", "N", "N", "S", "H", "H", "H", "H", "H", "H"],
  "xyz": [[0.140, -1.349, -0.133], [1.270, 0.637, 0.144], [-1.163, 0.679, -0.124], [2.248, -1.366, 0.073], [0.129, -0.063, -0.003], [2.462, -0.094, 0.020], [4.040, 0.408, -0.041], [-0.605, -2.067, 0.125], [1.488, 1.648, -0.040], [-1.518, 0.821, 0.897], [-0.925, 1.584, -0.669], [-1.914, -0.011, -0.729], [3.001, -2.051, 0.117]],
  "lowdin_charge": [0.275, -0.079, 0.060, 0.113, -0.178, -0.671, 0.726, 0.118, 0.129, 0.116, 0.108, 0.160, 0.125],
  "de_lowest_kcal_mol": 149.6,
  "total_charge": 1,
  "homo_energy_ev": -12.96,
  "total_energy_ev": -18500.274,
  "gap_ev": 6.87,
  "lumo_energy_ha": -0.224
}


(3)
{
  "formula": "C33H77O25S8",
  "method": "wB97M-V/def2-TZVPD",
  "elements": ["C", "C", "C", "O", "H", "H", "H", "H", "H", "H", "H", "O", "S", "O", "O", "C", "C", "C", "H", "H", "H", "H", "H", "H", "H", "H", "O", "S", "O", "O", "C", "C", "C", "H", "H", "H", "H", "H", "H", "H", "H", "O", "S", "O", "O", "C", "C", "C", "H", "H", "H", "H", "H", "H", "H", "H", "O", "S", "O", "O", "C", "C", "C", "H", "H", "H", "H", "H", "H", "H", "H", "O", "S", "O", "O", "C", "C", "C", "H", "H", "H", "H", "H", "H", "H", "H", "O", "S", "O", "O", "C", "C", "C", "H", "H", "H", "H", "H", "H", "H", "H", "O", "S", "O", "O", "C", "C", "C", "H", "H", "H", "H", "H", "H", "H", "H", "O", "S", "O", "O", "C", "C", "C", "H", "H", "H", "H", "H", "H", "H", "H", "C", "C", "C", "C", "C", "C", "H", "H", "H", "H", "H", "H"],
  "xyz": [[0.556, -1.176, -0.787], [0.466, -0.093, 0.297], [1.748, 0.053, 1.113], [-0.025, 1.067, -0.178], [-0.412, -1.248, -1.292], [0.850, -2.176, -0.447], [1.204, -0.794, -1.599], [-0.318, -0.530, 0.979], [1.720, 1.002, 1.651], [2.647, 0.172, 0.485], [1.845, -0.827, 1.758], [-1.258, 3.601, 2.390], [-0.423, 4.146, 3.391], [0.660, 4.996, 2.991], [-1.316, 4.867, 4.473], [-0.735, 5.848, 5.380], [-1.663, 5.957, 6.560], [0.213, 2.793, 4.342], [-0.821, 6.749, 4.761], [0.328, 5.693, 5.554], [-2.698, 5.830, 6.240], [-1.636, 6.950, 7.007], [-1.457, 5.147, 7.261], [0.601, 1.998, 3.712], [-0.626, 2.436, 4.935], [0.985, 3.183, 5.006], [-3.396, 2.804, 5.867], [-3.464, 1.551, 5.204], [-3.095, 1.428, 3.846], [-2.590, 0.564, 6.128], [-2.150, -0.751, 5.677], [-0.928, -0.759, 4.803], [-5.050, 0.812, 5.443], [-2.961, -1.255, 5.140], [-1.994, -1.298, 6.606], [-1.067, -0.327, 3.816], [-0.494, -1.755, 4.671], [-0.080, -0.234, 5.260], [-5.084, -0.176, 4.989], [-5.779, 1.435, 4.927], [-5.236, 0.762, 6.511], [-2.652, -4.423, 3.123], [-3.245, -3.441, 2.261], [-2.975, -2.062, 2.448], [-2.866, -3.857, 0.794], [-2.805, -5.263, 0.482], [-1.803, -5.467, -0.630], [-4.997, -3.636, 2.204], [-3.798, -5.616, 0.185], [-2.486, -5.801, 1.375], [-1.800, -6.488, -1.006], [-0.818, -5.265, -0.201], [-1.922, -4.736, -1.423], [-5.257, -4.689, 2.172], [-5.340, -3.023, 1.373], [-5.439, -3.150, 3.075], [0.009, -7.683, 1.346], [0.781, -8.149, 2.445], [1.985, -8.885, 2.326], [1.190, -6.881, 3.330], [0.306, -5.745, 3.330], [1.160, -4.498, 3.168], [-0.316, -8.970, 3.566], [-0.218, -5.696, 4.288], [-0.433, -5.738, 2.533], [0.628, -3.550, 3.214], [1.664, -4.525, 2.200], [1.950, -4.526, 3.924], [-0.444, -9.956, 3.115], [-1.266, -8.445, 3.607], [0.100, -9.076, 4.563], [3.296, 1.000, 3.985], [4.410, 1.840, 3.677], [5.476, 1.982, 4.620], [4.990, 1.505, 2.246], [5.285, 0.122, 1.940], [6.732, -0.111, 1.602], [3.743, 3.439, 3.303], [4.646, -0.233, 1.132], [4.941, -0.487, 2.781], [7.050, 0.397, 0.696], [6.790, -1.189, 1.403], [7.402, 0.029, 2.449], [3.409, 3.838, 4.254], [2.926, 3.277, 2.603], [4.504, 4.025, 2.796], [-3.240, 0.017, -2.170], [-2.481, -0.133, -3.350], [-1.895, -1.379, -3.759], [-3.523, 0.197, -4.554], [-2.929, 0.313, -5.861], [-3.214, 1.650, -6.500], [-1.354, 1.219, -3.469], [-3.440, -0.485, -6.416], [-1.874, 0.043, -5.920], [-3.076, 1.634, -7.579], [-2.577, 2.400, -6.023], [-4.217, 2.043, -6.313], [-0.898, 1.361, -2.471], [-1.787, 2.114, -3.895], [-0.508, 0.901, -4.084], [2.454, -1.564, -6.821], [1.304, -1.199, -6.045], [0.769, 0.120, -6.168], [0.106, -2.197, -6.396], [0.006, -2.653, -7.765], [0.628, -4.019, -7.923], [1.574, -1.739, -4.383], [0.531, -1.914, -8.380], [-1.050, -2.631, -8.023], [0.207, -4.632, -7.115], [1.698, -4.069, -7.725], [0.386, -4.514, -8.862], [2.393, -1.173, -3.948], [1.874, -2.779, -4.482], [0.640, -1.663, -3.828], [-0.983, 6.037, -1.172], [-1.026, 4.618, -1.399], [-1.897, 3.834, -0.616], [-1.278, 4.348, -2.972], [-0.976, 5.440, -3.868], [-0.656, 4.834, -5.212], [0.645, 3.999, -1.281], [-0.117, 6.016, -3.527], [-1.863, 6.068, -3.946], [-1.447, 4.150, -5.528], [0.255, 4.231, -5.270], [-0.511, 5.586, -5.992], [1.320, 4.812, -1.541], [0.729, 3.129, -1.921], [0.880, 3.623, -0.286], [3.380, 3.670, -4.758], [4.044, 4.091, -3.611], [3.935, 3.348, -2.446], [3.093, 2.246, -2.359], [2.412, 1.878, -3.508], [2.581, 2.545, -4.726], [3.502, 4.178, -5.708], [4.648, 4.989, -3.614], [4.514, 3.623, -1.570], [2.930, 1.690, -1.445], [1.780, 0.996, -3.480], [2.035, 2.110, -5.554]],
  "lowdin_charge": [-0.083, -0.707, -0.080, -0.255, 0.050, 0.058, 0.048, 0.109, 0.051, 0.045, 0.066, -0.227, 0.534, -0.293, -0.270, -0.244, -0.068, -0.106, 0.120, 0.115, 0.082, 0.075, 0.079, 0.065, 0.046, 0.064, -0.264, 0.540, -0.227, -0.268, -0.236, -0.074, -0.122, 0.101, 0.119, 0.074, 0.073, 0.081, 0.061, 0.075, 0.070, -0.299, 0.544, -0.236, -0.234, -0.263, -0.054, -0.120, 0.120, 0.095, 0.082, 0.076, 0.083, 0.068, 0.082, 0.068, -0.277, 0.561, -0.257, -0.251, -0.273, -0.051, -0.122, 0.121, 0.082, 0.071, 0.084, 0.081, 0.070, 0.070, 0.074, -0.288, 0.547, -0.284, -0.254, -0.264, -0.069, -0.111, 0.102, 0.117, 0.079, 0.082, 0.079, 0.070, 0.064, 0.074, -0.241, 0.585, -0.297, -0.258, -0.287, -0.061, -0.104, 0.119, 0.091, 0.079, 0.045, 0.083, 0.065, 0.054, 0.045, -0.285, 0.575, -0.282, -0.271, -0.257, -0.074, -0.106, 0.113, 0.122, 0.084, 0.074, 0.076, 0.069, 0.078, 0.052, -0.305, 0.575, -0.232, -0.282, -0.257, -0.065, -0.113, 0.114, 0.120, 0.053, 0.065, 0.080, 0.066, 0.031, 0.068, -0.105, -0.100, -0.101, -0.088, -0.095, -0.089, 0.097, 0.095, 0.101, 0.102, 0.076, 0.084],
  "total_charge": -1,
  "homo_energy_ev": -3.04,
  "total_energy_ev": -173335.122,
  "gap_ev": 4.72,
  "lumo_energy_ha": 0.062
}


(4)
{
  "formula": "C40H71MnO7SSeSi",
  "method": "wB97M-V/def2-TZVPD",
  "elements": ["Mn", "C", "C", "C", "C", "C", "C", "C", "Se", "C", "C", "C", "C", "C", "C", "O", "C", "C", "C", "C", "C", "C", "C", "C", "C", "O", "C", "C", "C", "C", "C", "C", "H", "H", "H", "H", "H", "H", "H", "H", "H", "H", "H", "H", "H", "H", "H", "H", "H", "H", "H", "H", "H", "H", "H", "H", "H", "H", "H", "H", "H", "H", "H", "H", "H", "H", "H", "H", "H", "H", "H", "H", "O", "H", "H", "O", "H", "H", "C", "C", "C", "C", "O", "Si", "S", "O", "C", "C", "C", "C", "O", "C", "C", "C", "C", "H", "H", "H", "H", "H", "H", "H", "H", "H", "H", "H", "H", "H", "H", "H", "H", "H", "H", "H", "H", "H", "H", "H", "H", "H", "H", "H"],
  "xyz": [[0.598, 1.273, -0.674], [2.225, -5.235, 2.659], [3.507, -4.306, 2.678], [3.718, -4.155, 4.141], [4.714, -5.039, 2.028], [3.221, -2.904, 2.126], [2.043, -2.638, 1.559], [1.752, -1.409, 0.969], [-0.107, -1.140, 0.133], [-0.865, -0.312, 1.703], [-1.055, -1.218, 2.772], [-1.462, -0.678, 3.965], [-1.855, 0.728, 3.892], [-1.856, 1.555, 2.791], [-1.239, 1.064, 1.610], [-1.044, 1.806, 0.536], [-2.423, 2.976, 2.752], [-1.271, 3.988, 2.610], [-3.425, 3.155, 1.608], [-3.200, 3.198, 4.087], [-1.796, -1.471, 5.176], [-2.922, -2.521, 4.763], [-0.591, -2.127, 5.787], [-2.385, -0.707, 6.351], [2.676, -0.309, 1.037], [2.219, 0.838, 0.608], [3.918, -0.588, 1.640], [4.139, -1.865, 2.131], [4.890, 0.566, 1.682], [5.242, 1.033, 0.242], [4.344, 1.722, 2.509], [6.243, 0.203, 2.263], [2.499, -6.222, 3.092], [1.879, -5.353, 1.648], [1.405, -4.751, 3.209], [3.736, -5.190, 4.613], [2.823, -3.682, 4.588], [4.630, -3.640, 4.494], [4.927, -5.938, 2.489], [5.537, -4.377, 1.905], [4.348, -5.333, 1.019], [1.336, -3.508, 1.447], [-0.890, -2.264, 2.585], [-2.387, 1.117, 4.685], [-0.552, 3.670, 1.867], [-0.713, 4.088, 3.552], [-1.573, 5.015, 2.407], [-2.849, 3.382, 0.695], [-4.054, 4.003, 1.735], [-4.044, 2.239, 1.339], [-2.574, 3.395, 4.939], [-3.848, 2.361, 4.235], [-3.885, 4.050, 3.808], [-2.466, -3.009, 3.981], [-3.786, -1.969, 4.320], [-3.374, -3.174, 5.561], [0.011, -2.732, 5.153], [-0.885, -2.749, 6.649], [0.097, -1.307, 6.186], [-3.455, -0.445, 6.249], [-1.758, 0.110, 6.748], [-2.385, -1.425, 7.249], [5.068, -2.152, 2.659], [4.253, 1.209, -0.235], [5.762, 0.315, -0.351], [5.708, 2.027, 0.184], [3.434, 2.100, 2.034], [5.110, 2.522, 2.602], [4.148, 1.343, 3.536], [6.669, -0.659, 1.760], [6.164, 0.001, 3.322], [6.969, 0.954, 2.120], [1.608, 3.227, -0.074], [0.872, 3.819, 0.047], [2.122, 3.038, 0.747], [-0.746, 4.500, -0.616], [-1.258, 3.731, -0.301], [-0.523, 4.357, -1.573], [-1.227, -2.668, -4.160], [-0.052, -1.881, -4.922], [-0.177, -1.992, -6.488], [1.303, -2.488, -4.518], [0.016, -0.557, -4.435], [-0.836, 0.779, -4.060], [0.396, 2.157, -3.120], [-1.889, 0.164, -2.971], [-3.154, 0.699, -2.655], [-3.199, 2.274, -2.541], [-4.210, 0.284, -3.706], [-3.545, 0.168, -1.271], [-1.720, 1.261, -5.367], [-1.475, 2.155, -6.372], [-2.008, 3.539, -5.864], [0.032, 2.360, -6.802], [-2.292, 1.746, -7.639], [-1.146, -3.745, -4.241], [-2.177, -2.263, -4.518], [-1.214, -2.408, -3.104], [-0.472, -2.999, -6.672], [0.792, -1.793, -6.954], [-0.918, -1.412, -6.894], [1.485, -3.554, -4.739], [1.214, -2.488, -3.411], [2.145, -1.828, -4.651], [-2.837, 2.712, -3.471], [-2.763, 2.726, -1.646], [-4.300, 2.543, -2.473], [-4.132, 0.834, -4.653], [-5.294, 0.473, -3.492], [-3.916, -0.755, -3.956], [-2.881, 0.585, -0.533], [-3.515, -0.943, -1.373], [-4.565, 0.417, -1.036], [-1.489, 3.760, -4.973], [-3.076, 3.540, -5.616], [-1.926, 4.386, -6.616], [0.739, 2.676, -6.000], [0.077, 2.983, -7.699], [0.562, 1.410, -7.158], [-3.321, 1.666, -7.328], [-1.961, 0.808, -7.936], [-2.133, 2.491, -8.412]],
  "lowdin_charge": [0.639, -0.065, -0.536, -0.099, -0.025, -0.225, -0.110, -0.280, 1.101, -0.389, -0.079, -0.171, 0.042, -0.106, -0.377, -0.246, -0.501, -0.031, -0.041, -0.055, -0.570, -0.026, -0.069, -0.101, -0.362, -0.244, -0.101, 0.021, -0.543, -0.036, -0.037, -0.086, 0.090, 0.063, 0.080, 0.095, 0.089, 0.087, 0.046, 0.065, 0.097, 0.103, 0.095, 0.051, 0.053, 0.086, 0.088, 0.053, 0.061, 0.116, 0.076, 0.068, 0.091, 0.028, 0.096, 0.095, 0.056, 0.081, 0.117, 0.087, 0.088, 0.096, 0.118, 0.081, 0.073, 0.086, 0.059, 0.091, 0.100, 0.081, 0.080, 0.063, -0.104, -0.008, 0.065, -0.097, -0.010, 0.035, -0.008, -0.568, -0.008, -0.044, -0.156, -0.172, 0.363, -0.166, -0.622, -0.024, -0.036, -0.025, -0.132, -0.640, -0.044, -0.044, -0.017, 0.072, 0.068, 0.065, 0.066, 0.086, 0.032, 0.087, 0.084, 0.079, 0.039, 0.055, 0.103, 0.065, 0.094, 0.083, 0.052, 0.102, 0.074, 0.034, 0.077, 0.100, 0.055, 0.069, 0.096, 0.076, 0.045, 0.081],
  "de_lowest_kcal_mol": 42.1,
  "total_charge": -1,
  "spin_multiplicity": 6,
  "homo_energy_ev": [-4.95, -4.99],
  "s2": 8.75,
  "total_energy_ev": -172352.468,
  "gap_ev": [7.33, 7.36],
  "lumo_energy_ha": [0.087, 0.087]
}